*one*
12
Properties=species:S:1:pos:R:3 method="wB97M-V/def2-TZVPD" mol_weight_da=86.10 total_charge=0 multiplicity=1 gap_ev="8.49 / 8.49"
C 0.293 -1.217 0.183
C -1.427 0.347 -0.173
N 1.652 -0.781 -0.308
N 1.947 0.387 -0.210
N 1.274 1.260 0.374
N -0.351 -0.160 0.704
H -0.248 -1.580 -0.756
H 0.654 -1.838 1.041
H -1.219 0.653 -1.228
H -2.243 -0.381 -0.439
H -1.845 1.051 0.449
H 1.514 2.259 0.362

=====

*two*
12
Properties=species:S:1:pos:R:3 method="wB97M-V/def2-TZVPD" mol_weight_da=86.10 total_charge=0 multiplicity=1 gap_ev=9.96
N -0.212 -0.673 0.249
C -0.602 0.264 -0.679
N -1.839 0.783 -0.411
C 1.311 -0.331 0.730
N 0.211 0.982 -1.398
N 1.937 -0.829 1.657
H -0.363 -1.656 0.066
H -2.359 0.467 0.388
H -2.066 1.656 -0.853
H 0.936 0.435 -1.852
H 1.576 -1.638 2.157
H 1.471 0.541 -0.054

=====

Computed relative energies in units of kcal/mol: *one* 89.5; *two* 0.0

=====

*one*
33
Properties=species:S:1:pos:R:3 method="wB97M-V/def2-TZVPD" mol_weight_da=193.29 total_charge=+2 multiplicity=1 gap_ev="6.10 / 7.39"
C 1.635 -0.312 -3.228
C -0.768 0.121 -0.932
C 0.600 -0.795 -4.130
C -0.724 -0.329 -3.503
C -0.960 0.162 3.736
C -0.071 1.212 3.080
C -1.643 -0.703 2.686
C 0.937 0.505 2.156
C -0.589 -1.353 1.769
C 1.789 0.946 -1.180
C -0.300 0.543 -2.302
N 0.206 -0.287 1.199
N 1.167 0.445 -2.274
N 0.105 0.102 -0.009
H 2.692 -0.513 -3.334
H -1.828 -0.040 -0.776
H 0.764 -0.393 -5.140
H 0.657 -1.881 -4.271
H -1.317 0.243 -4.213
H -1.324 -1.180 -3.184
H -0.373 -0.460 4.412
H -1.721 0.664 4.338
H -0.668 1.918 2.501
H 0.479 1.774 3.833
H -2.207 -1.507 3.161
H -2.337 -0.107 2.092
H 1.564 1.228 1.631
H 1.565 -0.158 2.757
H 0.070 -1.991 2.363
H -1.049 -1.947 0.978
H 2.767 0.572 -0.921
H 1.506 1.933 -0.849
H -0.622 1.585 -2.446

=====

*two*
33
Properties=species:S:1:pos:R:3 method="wB97M-V/def2-TZVPD" mol_weight_da=193.29 total_charge=+2 multiplicity=1 gap_ev=7.75
C 0.498 3.610 -0.146
C 1.651 2.675 0.218
C -0.684 2.994 -0.159
C 0.911 1.325 0.235
C 2.485 -0.894 0.186
C -0.560 1.641 0.362
C 1.517 0.152 0.118
C -1.971 -1.778 1.367
C -4.308 -0.250 -1.186
C 3.916 -1.260 0.031
C -2.593 -1.069 0.232
N 1.303 -1.384 0.168
N 4.041 -2.555 -0.694
N -3.810 -0.669 0.135
H 0.922 4.521 -0.407
H 2.048 2.875 1.136
H -1.605 3.428 -0.577
H -0.954 1.667 1.339
H -1.020 0.898 -0.204
H -1.072 -2.321 0.892
H -2.464 -2.500 1.962
H -1.548 -1.082 2.039
H -5.343 -0.346 -1.081
H -4.199 0.817 -1.290
H -3.923 -0.675 -1.985
H 4.496 -1.477 1.098
H 4.454 -0.662 -0.594
H -2.117 -0.992 -0.758
H 4.958 -2.972 -0.818
H 3.817 -2.376 -1.668
H 3.288 -3.218 -0.193
H -4.537 -0.793 0.796
H 2.403 2.670 -0.553

=====

Computed relative energies in units of kcal/mol: *one* 0.0; *two* 39.8

=====

*one*
14
Properties=species:S:1:pos:R:3 method="wB97M-V/def2-TZVPD" mol_weight_da=103.10 total_charge=-1 multiplicity=1 gap_ev=6.56
C 0.173 0.576 2.399
O 0.885 -0.528 2.219
C -0.756 0.709 0.855
C 0.308 0.370 -0.090
C -0.034 -0.126 -1.461
O -0.902 -1.156 -1.630
O 0.552 0.127 -2.519
H -0.774 0.645 2.958
H 0.715 1.582 2.569
H -1.280 1.655 0.885
H -1.443 -0.107 0.976
H 1.004 1.219 -0.158
H 0.731 -0.598 0.499
H -1.391 -1.117 -2.517

=====

*two*
14
Properties=species:S:1:pos:R:3 method="wB97M-V/def2-TZVPD" mol_weight_da=103.10 total_charge=-1 multiplicity=1 gap_ev=8.04
C -1.957 0.111 0.076
O -2.510 -0.541 -0.816
C -0.689 0.747 -0.125
C -0.399 -0.682 0.665
C 2.400 0.171 -0.555
O 2.734 1.064 0.235
O 2.362 -1.073 -0.435
H -2.623 0.425 0.875
H -0.999 -1.506 0.955
H -0.436 1.629 0.434
H -0.368 0.739 -1.144
H 0.214 -0.429 1.525
H 0.201 -1.154 -0.104
H 2.068 0.500 -1.584

=====

Computed relative energies in units of kcal/mol: *one* 4.5; *two* 0.0

=====

*one*
14
Properties=species:S:1:pos:R:3 method="wB97M-V/def2-TZVPD" mol_weight_da=103.10 total_charge=-1 multiplicity=1 gap_ev=7.93
O 0.249 -1.367 2.229
C 0.160 -1.084 0.991
O 0.398 -1.710 -0.059
C -0.338 0.390 0.718
C -0.352 0.566 -0.814
C -1.032 1.999 -1.237
O 0.935 0.683 -1.434
H -1.347 0.637 1.318
H 0.527 0.903 1.353
H -0.696 -0.494 -1.187
H -1.229 2.539 -0.392
H -1.913 1.805 -1.869
H -0.177 2.611 -1.589
H 1.552 -0.075 -1.474

=====

*two*
14
Properties=species:S:1:pos:R:3 method="wB97M-V/def2-TZVPD" mol_weight_da=103.10 total_charge=-1 multiplicity=1 gap_ev=8.35
O -1.707 -1.920 1.038
C -0.586 -1.739 0.530
O -0.020 -2.521 -0.226
C 0.227 -0.454 0.862
C -0.075 0.361 -0.400
C 0.201 1.780 -0.335
O 0.567 -0.347 -1.447
H -0.149 -0.130 1.771
H 1.246 -0.634 0.959
H -1.209 0.310 -0.803
H 1.181 2.083 0.078
H -0.416 2.304 0.444
H 0.018 2.249 -1.339
H 0.721 -1.341 -1.132

=====

Computed relative energies in units of kcal/mol: *one* 17.9; *two* 0.0

=====

*one*
21
Properties=species:S:1:pos:R:3 method="wB97M-V/def2-TZVPD" mol_weight_da=141.18 total_charge=+2 multiplicity=1 gap_ev="7.32 / 7.49"
C -0.274 -1.890 -0.007
C 1.096 -1.645 -0.165
C 3.032 -0.280 0.112
C -1.323 -0.983 0.370
C -1.276 0.861 -1.162
N 1.656 -0.393 -0.244
N 5.052 0.815 0.301
N 3.929 0.544 0.115
N -1.201 0.510 0.221
N -2.208 1.291 0.933
H -0.637 -2.977 -0.052
H 1.682 -2.481 -0.334
H -2.175 -1.409 -0.278
H -1.587 -1.214 1.360
H -2.227 0.651 -1.524
H -1.061 1.933 -1.393
H -0.438 0.277 -1.476
H 5.576 1.715 0.091
H -2.233 1.237 1.947
H -3.190 1.067 0.649
H -2.193 2.370 0.537

=====

*two*
21
Properties=species:S:1:pos:R:3 method="wB97M-V/def2-TZVPD" mol_weight_da=141.18 total_charge=+2 multiplicity=1 gap_ev=8.71
C 0.133 0.883 -1.624
C -0.172 1.639 -0.555
C 0.366 -0.564 -1.637
C -0.213 1.289 0.849
C -1.493 -1.023 -0.099
N -0.305 -1.343 -0.798
N 0.698 0.636 1.494
N -1.720 -1.684 0.930
N 1.255 -1.065 -2.465
N 0.675 0.310 2.776
H 0.174 1.368 -2.590
H -0.447 2.675 -0.735
H -1.032 1.704 1.432
H -2.101 -0.252 -0.583
H -0.056 -2.327 -0.711
H 1.537 0.318 0.994
H -2.607 -1.557 1.404
H 1.767 -0.481 -3.113
H 1.394 -2.064 -2.564
H 1.531 0.019 3.229
H -0.089 0.637 3.356

=====

Computed relative energies in units of kcal/mol: *one* 147.7; *two* 0.0